A cluster of 2 separate species, C2H7N in total in a non-equilibrium geometry. Source: the OMol25 dataset; level of theory: ωB97M-V/def2-TZVPD.

Geometry as ORCA input:
```
! wB97M-V def2-TZVPD RIJCOSX def2/J DEFGRID3
* xyz 1 2
C -1.843 -2.080 0.239
H -0.859 -2.434 -0.116
H -2.690 -2.757 -0.189
H -2.290 -1.107 -0.110
H -1.779 -2.033 1.267
C 1.609 2.275 -0.322
N 2.800 1.951 -0.669
H 1.087 3.180 -0.541
H 1.006 1.844 0.577
H 2.958 1.161 -0.135
*
```

Calculated values
ΔE to the lowest compared entry with this formula, charge and spin = 329.0 kJ/mol
maximum force = 7.05 eV/Å
HOMO (alpha / beta) = -0.545 / -0.545 Ha
lowest unoccupied orbital energy (alpha / beta) = -6.95 / -11.34 eV

Here are the Löwdin charges for atoms 1 to 6, given in e:
1 C -0.067
2 H 0.016
3 H 0.061
4 H 0.023
5 H -0.034
6 C 0.169


The ion C32H36N3O with charge +1 in a non-equilibrium geometry. Source: the OMol25 dataset; level of theory: ωB97M-V/def2-TZVPD.

Geometry as ORCA input:
```
! wB97M-V def2-TZVPD RIJCOSX def2/J DEFGRID3
* xyz 1 1
C 0.772 -2.832 -3.561
N 0.962 -1.553 -2.924
C 1.617 -0.529 -3.556
O 2.131 -0.589 -4.670
C 1.539 0.690 -2.650
C 0.773 1.827 -3.324
C -0.603 1.366 -3.741
C -0.792 0.800 -5.007
C -2.039 0.296 -5.375
C -3.113 0.368 -4.482
C -2.934 0.955 -3.223
C -1.689 1.485 -2.872
N 0.880 0.159 -1.462
C 0.562 0.953 -0.399
C -0.347 0.593 0.543
C -0.543 1.348 1.826
C -1.057 0.468 2.979
C -0.627 0.705 4.287
C -1.175 -0.017 5.354
C -2.022 -1.102 5.088
C -2.402 -1.381 3.773
C -1.978 -0.550 2.724
C 0.449 -1.245 -1.596
C 0.975 -2.188 -0.547
C 2.296 -2.390 -0.383
C 2.886 -3.282 0.598
C 4.293 -3.403 0.684
C 4.879 -4.224 1.643
C 4.075 -4.951 2.536
C 2.678 -4.863 2.442
C 2.083 -4.042 1.482
H 1.245 -2.799 -4.545
H 1.222 -3.633 -2.965
H -0.297 -3.047 -3.682
H 2.565 0.988 -2.376
H 0.726 2.691 -2.651
H 1.358 2.100 -4.209
H 0.056 0.743 -5.694
H -2.164 -0.158 -6.362
H -4.087 -0.038 -4.765
H -3.762 1.009 -2.512
H -1.554 1.992 -1.911
H 1.102 1.913 -0.384
H -0.905 -0.329 0.417
H 0.424 1.793 2.118
H 0.108 1.490 4.491
H -0.925 0.258 6.382
H -2.396 -1.720 5.910
H -3.039 -2.245 3.549
H -2.372 -0.716 1.716
H -0.656 -1.312 -1.599
H 0.218 -2.696 0.055
H 2.998 -1.852 -1.030
H 4.907 -2.834 -0.019
H 5.966 -4.304 1.701
H 4.532 -5.588 3.295
H 2.045 -5.437 3.119
H 0.996 -3.979 1.402
C -1.218 4.860 1.060
C -1.458 4.777 2.566
C -1.675 3.317 2.936
N -1.461 2.505 1.672
C -1.287 3.446 0.487
H -1.978 5.482 0.576
H -0.241 5.309 0.843
H -0.600 5.174 3.118
H -2.337 5.351 2.865
H -0.970 2.994 3.696
H -2.692 3.088 3.283
H -2.364 2.066 1.500
H -2.162 3.298 -0.165
H -0.397 3.171 -0.076
*
```

Calculated values
ΔE to the lowest compared entry with this formula, charge and spin = 0.0 kJ/mol
maximum force = 1.91 eV/Å
HOMO = -0.390 Ha
SMILES = CN1C(=O)[C@@H](Cc2ccccc2)N(/C=C/[C@H](c2ccccc2)[NH+]2CCCC2)[C@@H]1/C=C/c1ccccc1
lowest unoccupied orbital energy = -2.60 eV

Here are the Löwdin charges for atoms 1 to 6, given in e:
1 C -0.005
2 N -0.036
3 C -0.401
4 O 0.075
5 C -0.175
6 C -0.078


An isolated molecule of C3H8O3 in a non-equilibrium geometry. Source: the OMol25 dataset; level of theory: ωB97M-V/def2-TZVPD.

Geometry as ORCA input:
```
! wB97M-V def2-TZVPD RIJCOSX def2/J DEFGRID3
* xyz 0 1
C 1.136 -0.247 0.567
C -0.710 0.149 -0.852
C -1.777 0.792 0.018
O 0.092 -0.842 -0.106
O 1.563 -1.263 1.490
O 2.146 0.173 -0.277
H 1.558 -2.118 1.039
H 2.476 -0.581 -0.783
H 0.860 0.629 1.167
H -1.160 -0.447 -1.648
H -0.054 0.902 -1.302
H -1.330 1.413 0.791
H -2.420 1.416 -0.599
H -2.382 0.024 0.495
*
```

Calculated values
ΔE to the lowest compared entry with this formula, charge and spin = 90.8 kJ/mol
maximum force = 2.20 eV/Å
HOMO = -0.387 Ha
SMILES = CCOC(O)O
lowest unoccupied orbital energy = 0.82 eV

Here are the Löwdin charges for atoms 1 to 6, given in e:
1 C -0.535
2 C -0.209
3 C -0.073
4 O -0.076
5 O 0.018
6 O 0.045


An isolated molecule of C7H15NO2Si in a non-equilibrium geometry. Source: the OMol25 dataset; level of theory: ωB97M-V/def2-TZVPD.

Geometry as ORCA input:
```
! wB97M-V def2-TZVPD RIJCOSX def2/J DEFGRID3
* xyz 0 1
C -2.184 0.863 1.680
C -3.071 1.322 0.865
C -1.706 0.244 2.886
C -0.152 0.461 2.988
C 0.044 -1.913 -2.210
C 1.231 1.037 -2.718
C 2.683 -0.958 -0.820
N 0.025 0.846 0.747
O 0.444 0.038 1.810
O -0.099 0.054 -0.349
Si 0.986 -0.421 -1.505
H -2.812 1.690 -0.115
H -4.128 1.355 1.110
H -2.152 0.670 3.786
H -1.900 -0.832 2.858
H 0.032 1.528 3.158
H 0.281 -0.135 3.791
H 0.387 -2.174 -3.206
H 0.187 -2.785 -1.578
H -1.023 -1.722 -2.263
H 0.629 0.928 -3.614
H 0.927 1.964 -2.241
H 2.264 1.148 -3.035
H 3.004 -0.305 -0.014
H 2.653 -1.969 -0.423
H 3.452 -0.934 -1.588
*
```

Calculated values
ΔE to the lowest compared entry with this formula, charge and spin = 442.1 kJ/mol
maximum force = 1.72 eV/Å
HOMO (alpha / beta) = -0.301 / -0.273 Ha
lowest unoccupied orbital energy (alpha / beta) = 0.70 / 0.70 eV

Here are the Löwdin charges for atoms 1 to 6, given in e:
1 C -0.079
2 C -0.004
3 C -0.169
4 C -0.211
5 C -0.155
6 C -0.155


An isolated molecule of C3H3N5 in a non-equilibrium geometry. Source: the OMol25 dataset; level of theory: ωB97M-V/def2-TZVPD.

Geometry as ORCA input:
```
! wB97M-V def2-TZVPD RIJCOSX def2/J DEFGRID3
* xyz 0 1
C -0.619 -0.488 0.968
C 0.950 -1.145 -0.521
C 0.450 1.078 -1.046
H -1.366 0.749 2.304
H 1.414 -1.923 -1.142
H 0.640 2.044 -1.458
N -0.640 0.019 2.120
N 0.249 -1.470 0.466
N 1.308 0.193 -0.801
N -0.903 0.867 -0.832
N -1.484 0.076 -0.057
*
```

Calculated values
ΔE to the lowest compared entry with this formula, charge and spin = 235.1 kJ/mol
maximum force = 2.88 eV/Å
HOMO = -0.340 Ha
SMILES = [H]/N=c1/ncncnn1
lowest unoccupied orbital energy = -1.19 eV

Here are the Löwdin charges for atoms 1 to 6, given in e:
1 C -0.508
2 C -0.191
3 C -0.186
4 H 0.075
5 H 0.126
6 H 0.108


A cluster of 8 separate species, C20H44Br8N4O4 in total in a non-equilibrium geometry. Source: the OMol25 dataset; level of theory: ωB97M-V/def2-TZVPD.

Geometry as ORCA input:
```
! wB97M-V def2-TZVPD RIJCOSX def2/J DEFGRID3
* xyz 0 1
Br -4.373 3.406 -4.817
C -4.243 2.035 -3.398
C -4.776 2.566 -2.087
Br -3.708 4.034 -1.388
H -3.191 1.769 -3.330
H -4.801 1.187 -3.782
H -4.748 1.750 -1.361
H -5.821 2.863 -2.092
Br -3.876 1.989 1.806
C -2.797 0.801 2.922
C -2.519 1.664 4.146
Br -1.354 0.653 5.375
H -1.847 0.561 2.457
H -3.422 -0.047 3.171
H -3.440 1.909 4.667
H -2.005 2.585 3.892
Br 1.197 3.843 0.135
C 1.083 3.762 -1.867
C -0.237 4.314 -2.364
Br -0.763 3.530 -4.102
H 1.212 2.704 -2.080
H 2.006 4.203 -2.231
H -0.327 5.383 -2.532
H -1.083 4.089 -1.720
Br 4.738 -1.248 0.110
C 3.061 -2.307 0.012
C 3.330 -3.555 -0.790
Br 1.681 -4.607 -0.779
H 2.358 -1.659 -0.507
H 2.635 -2.466 0.998
H 4.152 -4.145 -0.398
H 3.529 -3.316 -1.830
C 0.749 -2.442 5.612
O 0.898 -3.348 6.409
N 1.275 -2.449 4.374
C 1.223 -1.314 3.487
C 1.924 -3.625 3.850
H 0.204 -1.529 5.885
H 0.777 -0.445 3.970
H 0.656 -1.473 2.565
H 2.252 -1.094 3.185
H 1.624 -4.493 4.440
H 1.572 -3.766 2.828
H 3.015 -3.639 3.924
C -0.473 -0.523 0.459
O -0.130 -1.643 0.800
N -0.522 -0.099 -0.802
C -1.113 1.177 -1.180
C -0.141 -1.014 -1.873
H -0.790 0.297 1.128
H -0.837 1.964 -0.486
H -2.196 1.073 -1.226
H -0.641 1.549 -2.085
H 0.790 -0.690 -2.338
H -0.178 -2.039 -1.516
H -0.907 -1.004 -2.658
C 0.883 -1.894 -5.354
O 1.869 -1.193 -5.308
N -0.315 -1.515 -5.868
C -1.608 -2.061 -5.459
C -0.351 -0.328 -6.709
H 0.758 -2.869 -4.849
H -2.084 -1.471 -4.676
H -1.531 -3.119 -5.224
H -2.229 -1.968 -6.351
H -1.154 -0.364 -7.437
H -0.224 0.577 -6.108
H 0.576 -0.266 -7.289
C 1.055 1.837 4.067
O 0.720 2.254 5.162
N 1.937 0.855 3.832
C 2.273 0.422 2.504
C 2.645 0.245 4.940
H 0.566 2.258 3.171
H 1.899 1.102 1.741
H 1.817 -0.555 2.283
H 3.317 0.180 2.292
H 3.721 0.318 4.769
H 2.353 0.700 5.880
H 2.427 -0.827 5.003
*
```

Calculated values
ΔE to the lowest compared entry with this formula, charge and spin = 616.2 kJ/mol
maximum force = 4.97 eV/Å
HOMO = -0.317 Ha
SMILES = CN(C)C=O.CN(C)C=O.CN(C)C=O.CN(C)C=O.BrCCBr.BrCCBr.BrCCBr.BrCCBr
lowest unoccupied orbital energy = 0.00 eV

Here are the Löwdin charges for atoms 1 to 6, given in e:
1 Br 0.562
2 C -0.663
3 C -0.677
4 Br 0.654
5 H 0.006
6 H 0.058


A structure of composition C4H6O2. Source: the OMol25 dataset; level of theory: ωB97M-V/def2-TZVPD.

Geometry as ORCA input:
```
! wB97M-V def2-TZVPD RIJCOSX def2/J DEFGRID3
* xyz 0 1
O 1.945 0.081 -0.892
C 0.711 0.398 0.561
C -0.595 0.990 0.080
C -1.037 -0.329 -0.561
C -0.359 -0.660 0.775
O -1.034 0.493 1.408
H 2.257 -0.826 -0.733
H 1.909 0.546 0.255
H -0.840 2.021 -0.172
H -2.117 -0.502 -0.601
H -0.507 -0.625 -1.467
H -0.333 -1.588 1.348
*
```

Calculated values
ΔE to the lowest compared entry with this formula, charge and spin = 667.4 kJ/mol
maximum force = 0.52 eV/Å
HOMO = -0.344 Ha
lowest unoccupied orbital energy = 0.75 eV

Here are the Löwdin charges for atoms 1 to 6, given in e:
1 O -0.162
2 C 0.042
3 C -0.224
4 C -0.037
5 C -0.230
6 O -0.036


A cluster of 2 separate species, C5H14NO in total in a non-equilibrium geometry. Source: the OMol25 dataset; level of theory: ωB97M-V/def2-TZVPD.

Geometry as ORCA input:
```
! wB97M-V def2-TZVPD RIJCOSX def2/J DEFGRID3
* xyz 1 1
C 1.715 0.868 -0.865
C 0.461 0.296 -0.233
N -0.697 1.219 -0.540
C -1.947 0.332 -0.847
C -1.491 -1.064 -0.517
C 0.031 -1.043 -0.820
H 2.101 1.785 -0.420
H 1.586 1.038 -1.934
H 2.560 0.189 -0.758
H 0.594 0.175 0.845
H -0.517 1.738 -1.392
H -0.855 1.917 0.191
H -2.818 0.726 -0.333
H -2.033 0.486 -1.921
H -1.680 -1.411 0.485
H -1.945 -1.764 -1.206
H 0.247 -1.284 -1.858
H 0.457 -1.840 -0.208
H 2.136 -1.034 3.760
H 0.831 -0.676 4.711
O 1.265 -0.653 3.859
*
```

Calculated values
ΔE to the lowest compared entry with this formula, charge and spin = 67.8 kJ/mol
maximum force = 1.91 eV/Å
HOMO = -0.527 Ha
lowest unoccupied orbital energy = -3.10 eV

Here are the Löwdin charges for atoms 1 to 6, given in e:
1 C -0.037
2 C -0.306
3 N 0.103
4 C -0.061
5 C -0.149
6 C -0.121


Look up the ΔE to the lowest compared entry with this formula, charge and spin of the fourth one.
442.1 kJ/mol


Which value of ΔE to the lowest compared entry with this formula, charge and spin does entry 3 give?
90.8 kJ/mol


Which formula does entry 6 have?
C20H44Br8N4O4


Which of these has the lowest ΔE to the lowest compared entry with this formula, charge and spin?
C32H36N3O